Entry 1:
{
  "formula": "CH5N2",
  "method": "wB97M-V/def2-TZVPD",
  "symbols": ["N", "N", "C", "H", "H", "H", "H", "H"],
  "positions_angstrom": [[-1.07318, 0.15255, -0.20770], [1.10706, -0.19355, 0.27246], [-0.19867, -0.35747, 0.52949], [1.26167, 0.38949, -0.64035], [-0.33420, -1.02496, 1.34025], [-0.36274, 1.28926, -1.61384], [-2.04296, 0.06746, 0.10053], [1.97256, -0.70814, 0.68116]],
  "forces_ev_per_a": [[-1.0, 2.4, -2.6], [1.6, 0.7, -1.8], [4.7, -0.6, -0.2], [0.2, -1.5, 2.4], [-1.1, -0.5, 1.0], [-1.8, -2.3, 2.9], [0.0, 0.6, -0.8], [-2.6, 1.2, -0.8]],
  "total_charge": 1,
  "e_tot_ha": -150.18887,
  "max_force_ev_per_a": 4.75,
  "homo_energy_ev": [-15.96, -15.97],
  "multiplicity": 1,
  "gap_ev": [7.719, 7.750],
  "relative_energy_kcal_mol": 118.5
}

Entry 2:
{
  "formula": "C14H33GeN2O2S5Si3Ti",
  "method": "wB97M-V/def2-TZVPD",
  "symbols": ["Ge", "Ti", "S", "S", "S", "S", "S", "Si", "Si", "Si", "O", "O", "N", "N", "C", "C", "C", "C", "C", "C", "C", "C", "C", "C", "C", "C", "C", "C", "H", "H", "H", "H", "H", "H", "H", "H", "H", "H", "H", "H", "H", "H", "H", "H", "H", "H", "H", "H", "H", "H", "H", "H", "H", "H", "H", "H", "H", "H", "H", "H", "H"],
  "positions_angstrom": [[0.64676, 0.30954, 0.20793], [-1.44502, -0.35493, -0.95041], [-1.39815, 3.10641, -4.30262], [-0.97508, 0.43494, -3.12141], [-2.74131, 4.20536, -1.95594], [-2.56874, 1.68485, -0.38300], [-2.20600, 5.97294, -4.29463], [0.91634, -1.09198, 2.14518], [2.24720, -0.48136, -1.43610], [0.94543, 2.57756, 1.00546], [-4.86420, -2.35717, -0.80975], [-3.02790, -1.17953, -1.29928], [-2.69558, -3.19796, -0.26825], [-1.34255, -2.78792, -0.17579], [-5.44531, -3.56159, -0.36022], [1.41349, -1.98260, -2.30756], [-0.75099, -1.03985, 3.11290], [1.23585, -2.95962, 1.72220], [2.52858, 0.88133, -2.74344], [3.91430, -1.08165, -0.69660], [-3.52628, -2.19331, -0.78921], [2.64692, 2.93775, 1.80490], [-0.38610, 2.85510, 2.35122], [0.68802, 3.81959, -0.41835], [-1.64011, 2.00542, -2.96145], [2.33406, -0.60488, 3.33102], [-2.28171, 2.50923, -1.86286], [-2.11175, 4.51728, -3.55800], [-1.35672, 2.50325, 2.01089], [1.28991, 3.58210, -1.29089], [0.33372, -1.80867, -2.40145], [1.57011, -2.91627, -1.77103], [3.36345, 0.68309, -3.40681], [-0.70109, -0.29877, 3.90416], [3.77177, -1.88948, 0.01408], [-1.00959, -1.98688, 3.58053], [-0.48855, 3.90747, 2.59433], [2.13750, 0.35017, 3.80447], [2.14368, -3.30423, 2.20660], [-0.35090, 3.81793, -0.72859], [2.68661, 3.96962, 2.13900], [3.26731, -0.51259, 2.78741], [4.41499, -0.27139, -0.17949], [1.37298, -3.09746, 0.65380], [-0.73616, -3.50726, -0.57477], [1.64015, 0.97731, -3.36358], [1.80549, -2.12287, -3.31071], [2.82077, 2.30681, 2.66757], [-4.96123, -4.43054, -0.80874], [3.46435, 2.78221, 1.11106], [-1.05308, -2.60889, 0.78923], [-5.42157, -3.63984, 0.73188], [-6.48271, -3.51556, -0.68296], [-3.06051, -3.76290, 0.49584], [4.57962, -1.43611, -1.47727], [-0.14075, 2.32374, 3.26578], [-1.56788, -0.73803, 2.44794], [2.47765, -1.34102, 4.11498], [0.93264, 4.83027, -0.10943], [0.44518, -3.62728, 2.06051], [2.70269, 1.83912, -2.26028]],
  "forces_ev_per_a": [[1.6, -0.1, 1.1], [2.8, 2.6, -0.5], [-0.3, 0.4, 0.5], [0.1, -0.8, 0.2], [0.2, -0.3, -0.6], [0.0, -0.4, 0.3], [0.0, 0.1, 0.0], [0.3, -0.1, 0.4], [0.1, 0.0, -0.1], [-0.1, 0.4, 0.1], [2.5, 0.9, -0.2], [-4.3, -3.2, 0.0], [-1.0, 1.3, 0.0], [0.0, 0.0, -0.1], [-0.4, -0.8, 0.4], [0.1, 0.4, 0.3], [0.4, 0.0, -0.4], [-0.2, 0.6, 0.0], [-0.1, -0.4, 0.4], [-0.7, 0.3, -0.3], [-0.8, -1.2, 0.1], [-0.6, -0.3, -0.3], [0.4, -0.2, -0.5], [0.0, -0.6, 0.4], [-0.8, 1.3, 0.7], [-0.6, -0.2, -0.4], [0.5, 0.3, -1.4], [-0.1, -0.3, 0.1], [-0.1, 0.0, -0.1], [0.1, -0.1, -0.1], [0.2, -0.1, -0.1], [0.0, -0.1, 0.2], [0.3, -0.2, -0.1], [0.0, 0.2, 0.1], [-0.1, -0.2, 0.2], [0.0, -0.2, 0.1], [0.1, 0.3, 0.0], [-0.1, 0.2, 0.1], [0.2, 0.0, 0.1], [-0.1, 0.0, 0.0], [-0.1, 0.3, 0.0], [0.2, 0.0, -0.2], [0.1, 0.2, 0.1], [0.1, -0.1, -0.2], [-0.2, 0.3, 0.1], [-0.1, 0.0, 0.0], [0.1, 0.0, -0.2], [0.0, -0.2, 0.2], [0.0, 0.0, 0.0], [0.2, -0.1, -0.2], [-0.2, -0.2, -0.1], [0.0, 0.1, -0.1], [0.1, 0.0, 0.0], [0.1, 0.0, -0.3], [0.1, -0.1, -0.2], [0.1, -0.1, 0.2], [0.0, 0.0, 0.1], [0.0, -0.2, 0.2], [0.1, 0.2, 0.2], [-0.2, -0.1, 0.1], [0.1, 0.1, 0.1]],
  "total_charge": 0,
  "e_tot_ha": -6599.11395,
  "max_force_ev_per_a": 5.40,
  "homo_energy_ev": [-6.57, -6.54],
  "multiplicity": 2,
  "s2": 0.7624,
  "gap_ev": [5.705, 5.665],
  "relative_energy_kcal_mol": 54.6
}

Entry 3:
{
  "formula": "C11H13CuN4O5",
  "method": "wB97M-V/def2-TZVPD",
  "symbols": ["Cu", "O", "O", "O", "O", "O", "N", "N", "N", "N", "C", "C", "C", "C", "C", "C", "C", "C", "C", "C", "C", "H", "H", "H", "H", "H", "H", "H", "H", "H", "H", "H", "H", "H"],
  "positions_angstrom": [[1.33212, 0.11324, -1.48120], [-1.91385, -4.63593, -3.08837], [2.99815, -2.41263, -1.31738], [-0.26146, 0.92640, -3.77236], [3.41132, 1.71816, -2.93087], [2.29623, -1.79323, -5.04398], [0.29385, 0.24705, 2.71683], [-1.79150, -0.30715, 1.55346], [-1.00838, 2.01891, 1.60828], [0.19843, 0.34941, 0.24736], [-0.01549, 0.12484, -2.93216], [1.01126, -0.02536, 1.45099], [-0.92871, -4.16155, -2.75797], [-2.18750, 1.11871, 1.61600], [1.73966, -1.45485, -4.10792], [-0.26870, 1.77204, 0.34976], [2.56848, 1.32681, -2.25304], [-0.94375, -0.57246, 2.73957], [2.35183, -1.47312, -1.48721], [-1.01684, -0.53690, 0.31274], [-0.11017, 1.67527, 2.73781], [0.59751, 2.45040, 0.32040], [-0.61958, -0.80378, -2.61637], [-0.95275, 1.98210, -0.48734], [-0.66946, -1.63674, 2.75893], [-2.81939, 1.35617, 0.74738], [-1.66441, -0.33764, -0.55230], [1.21264, -1.10572, 1.40288], [0.79412, 2.29649, 2.65984], [-0.63378, 1.86961, 3.68453], [1.95675, 0.53229, 1.45167], [-1.52632, -0.30005, 3.63286], [-2.75374, 1.26491, 2.54219], [-0.67661, -1.58569, 0.29499]],
  "forces_ev_per_a": [[-0.3, 0.5, 1.0], [2.1, 1.0, 0.7], [-2.1, 3.1, -0.8], [0.2, -1.4, 1.2], [-2.6, -1.0, 2.0], [-1.2, 0.8, 2.0], [-0.3, 0.1, -0.9], [0.6, 0.3, -0.5], [0.4, -0.7, -0.5], [-0.1, -0.3, -0.3], [-1.5, 0.8, -0.9], [-0.3, 0.3, 1.0], [-2.1, -0.9, -0.7], [0.3, -0.1, -0.1], [1.3, -1.1, -2.8], [-0.5, 0.4, 1.0], [3.2, 1.8, -2.3], [0.2, 0.1, -0.4], [2.5, -4.0, 1.4], [-0.4, 0.1, 0.9], [-0.1, -0.2, -0.2], [-0.2, -0.3, -0.1], [0.1, 0.6, -0.8], [0.4, -0.1, 0.1], [-0.1, 0.3, 0.1], [0.1, 0.0, 0.3], [0.1, 0.0, 0.2], [0.1, 0.3, -0.1], [-0.3, -0.1, 0.2], [0.2, 0.0, -0.3], [-0.2, -0.1, -0.1], [0.3, -0.3, -0.3], [0.1, 0.1, -0.2], [-0.1, 0.3, -0.1]],
  "total_charge": 1,
  "e_tot_ha": -2662.33376,
  "max_force_ev_per_a": 4.97,
  "homo_energy_ev": [-12.31, -12.32],
  "multiplicity": 2,
  "s2": 0.7541,
  "gap_ev": [8.391, 6.732]
}